1) ORCA calculation (ωB97M-V/def2-TZVPD) on a structure of composition C5H7NO2.

Computed properties:
E_LUMO (eV): 0.9
2S+1: 1
HOMO energy (eV): -9.260
Charge: 0

```
15
C5H7NO2 | the Open Molecules 2025 dataset | ωB97M-V/def2-TZVPD
C 1.392 -0.639 -0.121
C 1.443 0.890 0.052
C -0.034 0.741 -0.102
C -2.270 -0.597 -0.038
C -0.078 -0.594 0.601
H 2.604 -1.019 0.105
H 1.187 -0.861 -1.251
H 1.715 1.285 1.157
H 1.960 1.087 -0.940
H -0.122 0.393 -1.220
H -3.098 -1.216 -0.194
H 0.169 -0.477 1.814
N -2.463 0.730 -0.040
O -1.305 1.537 0.163
O -1.101 -1.259 0.014
```

***

2) ORCA calculation (ωB97M-V/def2-TZVPD) on a structure of composition C5H7NO2.

Computed properties:
E_LUMO (eV): 0.6
2S+1: 1
HOMO energy (eV): -9.022
Charge: 0

```
15
C5H7NO2 | the Open Molecules 2025 dataset | ωB97M-V/def2-TZVPD
C -1.078 -0.416 -0.095
C 0.138 -0.704 -1.001
C 0.064 -0.715 0.910
C 1.102 0.444 0.711
C 1.144 0.493 -0.773
H -2.513 0.604 0.638
H -1.757 -1.299 -0.148
H 0.050 -1.120 -1.992
H -0.166 -1.105 1.908
H 1.924 0.547 1.442
H -0.308 1.883 -0.021
H 2.013 0.668 -1.438
N 0.720 1.651 0.010
O -1.948 0.715 -0.145
O 0.614 -1.646 -0.007
```

***

Unit: hartree. Relative energies: 1) 0.1143; 2) 0.0000.

***

1) ORCA calculation (ωB97M-V/def2-TZVPD) on the molecule C5H7NO2.

Computed properties:
E_LUMO (eV): 0.8
2S+1: 1
HOMO energy (eV): -8.401
Charge: 0

```
15
C5H7NO2 | the Open Molecules 2025 dataset | ωB97M-V/def2-TZVPD
C -0.858 0.954 -1.312
N -0.143 0.590 -0.107
C -0.543 -0.618 1.218
C -1.245 -1.630 1.710
O -0.895 0.690 1.126
H -0.597 0.236 -2.092
H -1.935 0.932 -1.139
H -0.568 1.957 -1.630
H -2.145 -1.427 2.275
H -0.835 -2.628 1.734
C 2.198 0.412 -0.769
C 1.203 0.163 0.090
O 1.110 -0.727 1.070
H 3.155 -0.077 -0.643
H 2.098 1.172 -1.531
```

***

2) ORCA calculation (ωB97M-V/def2-TZVPD) on a cluster of 3 separate species, C5H7NO2 in total.

Computed properties:
E_LUMO (spin up / spin down) (eV): -0.6 / -0.6
2S+1: 1
HOMO energy (spin up / spin down) (eV): -8.297 / -8.282
Charge: 0

```
15
C5H7NO2 | the Open Molecules 2025 dataset | ωB97M-V/def2-TZVPD
C 1.152 -2.701 0.173
C 4.099 0.249 0.111
C -1.498 1.021 -0.061
C -1.422 -0.276 -0.714
C -0.887 -1.367 0.109
N 0.140 -2.038 0.307
O 5.095 0.731 0.309
O 3.042 -0.145 -0.149
H 1.934 -2.405 0.834
H -0.396 1.254 0.276
H -2.110 1.069 0.774
H -1.691 1.726 -0.900
H -2.386 -0.648 -1.150
H -0.727 -0.285 -1.430
H -2.360 -2.382 1.147
```

***

Unit: hartree. Relative energies: 1) 0.0000; 2) 0.0391.

***

1) ORCA calculation (ωB97M-V/def2-TZVPD) on the molecule C5H7NO2.

Computed properties:
E_LUMO (eV): 0.2
SMILES: C/C(C=O)=C/C(N)=O
2S+1: 1
HOMO energy (eV): -9.801
Charge: 0

```
15
C5H7NO2 | the Open Molecules 2025 dataset | ωB97M-V/def2-TZVPD
C -2.257 0.174 -0.286
C -0.814 0.118 0.064
C -0.208 -1.202 0.479
O -0.255 -2.169 -0.277
C 0.132 1.034 -0.040
C 1.624 0.659 0.399
N 2.270 -0.227 -0.398
O 2.200 1.386 1.190
H -2.511 1.111 -0.790
H -2.526 -0.661 -0.940
H -2.864 0.102 0.622
H 0.116 -1.240 1.530
H 0.041 2.092 -0.246
H 1.784 -0.846 -1.036
H 3.268 -0.334 -0.271
```

***

2) ORCA calculation (ωB97M-V/def2-TZVPD) on a structure of composition C5H7NO2.

Computed properties:
E_LUMO (eV): -1.2
2S+1: 1
HOMO energy (eV): -9.184
Charge: 0

```
15
C5H7NO2 | the Open Molecules 2025 dataset | ωB97M-V/def2-TZVPD
C -0.605 -0.755 -0.364
C -0.248 0.853 -0.487
C -0.405 1.040 1.005
C 0.113 -0.546 0.852
C 1.482 -0.420 0.238
H -2.434 -1.323 -0.987
H -0.257 -1.125 -1.375
H -0.670 1.860 -1.113
H 0.223 1.851 1.626
H -1.441 1.153 1.360
H 0.123 -1.356 1.806
H 2.199 0.780 -2.043
N 1.268 0.597 -0.656
O -1.873 -1.331 -0.110
O 2.525 -1.279 0.248
```

***

Unit: hartree. Relative energies: 1) 0.0000; 2) 0.2383.

***

1) ORCA calculation (ωB97M-V/def2-TZVPD) on the molecule C5H7NO2.

Computed properties:
E_LUMO (eV): 1.0
SMILES: CC1=NO[C@@H]2C[C@H]2O1
2S+1: 1
HOMO energy (eV): -9.177
Charge: 0

```
15
C5H7NO2 | the Open Molecules 2025 dataset | ωB97M-V/def2-TZVPD
C 2.121 0.668 1.048
C 0.872 0.172 0.443
N 0.837 -1.173 0.299
O -0.205 -1.775 -0.385
C -1.214 -0.898 -0.189
C -2.186 -0.251 -1.096
C -0.753 0.390 -0.840
O -0.089 1.140 0.216
H 2.748 -0.288 1.107
H 2.527 1.478 0.545
H 1.992 1.109 2.102
H -1.344 -0.480 0.850
H -2.932 0.177 -0.419
H -2.330 -0.528 -2.073
H -0.046 0.257 -1.606
```

***

2) ORCA calculation (ωB97M-V/def2-TZVPD) on the molecule C5H7NO2.

Computed properties:
E_LUMO (spin up / spin down) (eV): -0.1 / 0.2
2S+1: 1
HOMO energy (spin up / spin down) (eV): -8.054 / -7.485
Charge: 0

```
15
C5H7NO2 | the Open Molecules 2025 dataset | ωB97M-V/def2-TZVPD
C -2.311 0.077 0.073
C 2.309 1.295 0.365
C 1.232 -1.129 -0.133
C 1.819 0.077 0.391
C -1.307 -0.969 0.091
N -0.155 -0.773 -0.637
O -3.458 0.041 0.553
O -1.774 1.201 -0.451
H 1.786 2.147 0.015
H 3.149 1.394 1.079
H 1.983 -1.605 -0.923
H 1.126 -1.973 0.603
H -1.576 -1.793 0.707
H -0.378 0.109 -1.239
H -2.446 1.902 -0.495
```

***

3) ORCA calculation (ωB97M-V/def2-TZVPD) on the molecule C5H7NO2.

Computed properties:
E_LUMO (eV): -0.1
SMILES: [H]/N=C(/C)C(=C)C(=O)O
2S+1: 1
HOMO energy (eV): -8.566
Charge: 0

```
15
C5H7NO2 | the Open Molecules 2025 dataset | ωB97M-V/def2-TZVPD
H -1.736 0.796 -1.592
N -1.923 -0.033 -1.028
C -1.075 -0.242 -0.126
C -1.279 -1.151 1.046
C 0.752 -0.024 -0.466
C 1.694 -0.728 -1.077
C 0.682 1.298 0.035
O -0.483 1.656 0.375
O 1.759 1.893 0.559
H -0.516 -0.987 1.805
H -2.269 -0.975 1.474
H -1.235 -2.183 0.695
H 2.562 -0.235 -1.514
H 1.618 -1.809 -1.152
H 1.450 2.722 0.966
```

***

Unit: hartree. Relative energies: 1) 0.1014; 2) 0.0479; 3) 0.0000.

***

1) ORCA calculation (ωB97M-V/def2-TZVPD) on the molecule C5H7NO2.

Computed properties:
E_LUMO (eV): 1.0
SMILES: C1=C\OC/C=N\OC/1
2S+1: 1
HOMO energy (eV): -9.096
Charge: 0

```
15
C5H7NO2 | the Open Molecules 2025 dataset | ωB97M-V/def2-TZVPD
C 1.306 0.940 0.409
C -0.058 1.288 0.136
O -0.942 0.739 -0.860
C -1.890 -0.109 -0.308
C -1.080 -1.192 0.454
N 0.186 -1.413 0.329
O 0.882 -1.084 -0.894
C 1.980 -0.287 -0.351
H 1.804 1.706 0.956
H -0.493 2.398 0.377
H -2.578 0.438 0.198
H -2.573 -0.777 -1.036
H -1.407 -1.549 1.425
H 2.490 0.053 -1.168
H 2.372 -1.153 0.333
```

***

2) ORCA calculation (ωB97M-V/def2-TZVPD) on the molecule C5H7NO2.

Computed properties:
E_LUMO (eV): 1.0
SMILES: N[C@@H]1CC12OC=CO2
2S+1: 1
HOMO energy (eV): -8.537
Charge: 0

```
15
C5H7NO2 | the Open Molecules 2025 dataset | ωB97M-V/def2-TZVPD
N 0.410 0.250 -2.423
C -0.038 0.693 -1.028
C 1.331 0.806 -0.129
C 0.202 0.040 0.384
O -0.611 0.744 1.339
C -1.408 -0.257 1.724
C -1.043 -1.524 1.412
O 0.401 -1.316 0.902
H -0.304 -0.106 -3.157
H 1.041 -0.614 -2.089
H -1.141 1.418 -0.945
H 2.019 1.660 0.480
H 2.259 0.346 -0.584
H -1.834 0.390 2.535
H -1.284 -2.530 1.580
```

***

3) ORCA calculation (ωB97M-V/def2-TZVPD) on a structure of composition C5H7NO2.

Computed properties:
E_LUMO (eV): 0.3
2S+1: 1
HOMO energy (eV): -8.092
Charge: 0

```
15
C5H7NO2 | the Open Molecules 2025 dataset | ωB97M-V/def2-TZVPD
C -2.082 -0.296 -0.055
C -0.680 -0.082 -0.172
C 0.225 -1.117 -0.502
C 1.725 0.341 0.415
C 0.342 1.173 0.197
H -3.622 0.680 0.052
H -0.263 -2.041 -0.793
H 2.543 -1.602 -0.720
H 2.029 -0.068 1.556
H 2.795 0.833 -0.068
H 0.277 1.679 1.245
H 0.525 1.673 -0.866
N 1.572 -0.795 -0.381
O -2.784 0.959 -0.541
O -2.603 -1.337 0.633
```

***

4) ORCA calculation (ωB97M-V/def2-TZVPD) on the molecule C5H7NO2.

Computed properties:
E_LUMO (eV): -0.1
SMILES: CC1(C)ON=CC1=O
2S+1: 1
HOMO energy (eV): -9.924
Charge: 0

```
15
C5H7NO2 | the Open Molecules 2025 dataset | ωB97M-V/def2-TZVPD
C 0.997 -0.408 -1.611
C 0.578 0.108 -0.278
C 1.674 0.124 0.782
O -0.030 1.381 -0.404
N -1.190 1.435 0.318
C -1.520 0.265 0.751
C -0.565 -0.772 0.323
O -0.632 -1.973 0.346
H 1.084 -1.484 -1.549
H 0.249 -0.182 -2.403
H 1.905 0.037 -1.928
H 2.516 0.760 0.468
H 1.369 0.479 1.728
H 2.015 -0.908 0.875
H -2.491 0.096 1.250
```

***

Unit: hartree. Relative energies: 1) 0.1578; 2) 0.1860; 3) 0.1236; 4) 0.0000.

***

1) ORCA calculation (ωB97M-V/def2-TZVPD) on a cluster of 2 separate species, C4H14N2O in total.

Computed properties:
E_LUMO (eV): 0.8
SMILES: C[C@H](N)CCN.O
2S+1: 1
HOMO energy (eV): -8.887
Charge: 0

```
21
C4H14N2O | the Open Molecules 2025 dataset | ωB97M-V/def2-TZVPD
C 1.516 1.879 -0.542
C 0.608 1.717 0.679
N 1.342 1.353 1.897
C -0.485 0.651 0.376
C -0.673 -0.462 1.380
N 0.207 -1.672 1.397
H 0.976 2.225 -1.425
H 2.030 0.958 -0.781
H 2.259 2.650 -0.301
H 0.081 2.664 0.809
H 2.267 1.778 1.841
H 1.597 0.366 1.810
H -1.428 1.121 0.154
H -0.162 0.073 -0.496
H -1.666 -0.861 1.165
H -0.777 -0.226 2.437
H 0.641 -1.806 0.494
H -0.346 -2.471 1.670
O -2.710 -3.197 -3.843
H -2.121 -2.789 -4.488
H -3.154 -3.951 -4.232
```

***

2) ORCA calculation (ωB97M-V/def2-TZVPD) on a cluster of 2 separate species, C4H14N2O in total.

Computed properties:
E_LUMO (eV): 0.7
SMILES: NCCCCN.O
2S+1: 1
HOMO energy (eV): -9.158
Charge: 0

```
21
C4H14N2O | the Open Molecules 2025 dataset | ωB97M-V/def2-TZVPD
N -1.651 -2.287 1.028
C -0.316 -2.031 0.457
C -0.119 -0.630 -0.115
C -1.021 0.445 0.460
C -0.592 0.816 1.911
N 0.554 1.723 1.961
H -1.586 -3.092 1.636
H -1.945 -1.494 1.577
H 0.440 -2.242 1.222
H -0.101 -2.790 -0.297
H -0.032 -0.662 -1.197
H 0.906 -0.324 0.132
H -0.994 1.381 -0.108
H -2.069 0.194 0.390
H -0.360 -0.131 2.414
H -1.417 1.192 2.503
H 0.246 2.611 1.583
H 1.258 1.361 1.324
O 2.548 1.750 -4.801
H 1.678 1.508 -5.113
H 3.056 0.974 -4.543
```

***

3) ORCA calculation (ωB97M-V/def2-TZVPD) on a cluster of 2 separate species, C4H14N2O in total.

Computed properties:
E_LUMO (eV): 0.7
SMILES: CC[C@H](N)CN.O
2S+1: 1
HOMO energy (eV): -8.536
Charge: 0

```
21
C4H14N2O | the Open Molecules 2025 dataset | ωB97M-V/def2-TZVPD
C -0.216 -0.807 2.223
C -1.076 -0.071 1.190
C -0.461 -0.159 -0.286
N -0.484 1.297 -0.619
C -1.085 -0.815 -1.529
N -0.133 -0.536 -2.649
H -0.267 -1.985 2.048
H 0.757 -0.471 2.268
H -0.744 -0.623 3.148
H -1.227 0.959 1.338
H -2.080 -0.577 1.148
H 0.450 -0.691 -0.105
H 0.113 1.775 -0.021
H -0.212 1.331 -1.577
H -1.303 -1.881 -1.466
H -2.096 -0.183 -1.759
H 0.633 -1.180 -2.765
H -0.581 -0.325 -3.542
O 2.702 0.864 1.453
H 3.372 1.206 0.829
H 2.903 1.521 2.116
```

***

4) ORCA calculation (ωB97M-V/def2-TZVPD) on a cluster of 2 separate species, C4H14N2O in total.

Computed properties:
E_LUMO (eV): 1.0
SMILES: CCCNCN.O
2S+1: 1
HOMO energy (eV): -9.247
Charge: 0

```
21
C4H14N2O | the Open Molecules 2025 dataset | ωB97M-V/def2-TZVPD
C -2.076 -1.867 -1.019
C -1.537 -1.590 0.351
C -1.030 -0.104 0.438
N 0.040 0.285 -0.457
C 1.389 -0.044 0.112
N 2.454 0.254 -0.828
H -1.355 -1.779 -1.817
H -2.530 -2.865 -1.037
H -2.849 -1.152 -1.305
H -0.648 -2.108 0.723
H -2.280 -1.605 1.128
H -1.895 0.516 0.182
H -0.759 0.126 1.460
H 0.141 -0.378 -1.227
H 1.378 -1.083 0.445
H 1.648 0.509 0.992
H 3.148 0.887 -0.451
H 2.152 0.770 -1.647
O 0.661 2.713 1.272
H 0.687 1.942 0.688
H -0.240 2.697 1.614
```

***

Unit: hartree. Relative energies: 1) 0.0034; 2) 0.0000; 3) 0.0309; 4) 0.0120.

***

1) ORCA calculation (ωB97M-V/def2-TZVPD) on a cluster of 2 separate species, C4H14N2O in total.

Computed properties:
E_LUMO (eV): 0.8
SMILES: CNC[C@@H](C)N.O
2S+1: 1
HOMO energy (eV): -7.910
Charge: 0

```
21
C4H14N2O | the Open Molecules 2025 dataset | ωB97M-V/def2-TZVPD
C -0.721 -0.003 1.183
N -0.457 -0.964 0.125
C 0.783 -1.021 -0.612
C 0.855 0.041 -1.761
C 1.628 1.281 -1.325
N 1.497 -0.485 -2.977
H -0.879 -0.498 2.150
H 0.159 0.596 1.445
H -1.461 0.726 0.843
H -1.001 -1.804 0.197
H 1.682 -0.937 0.013
H 0.780 -2.013 -1.083
H -0.160 0.285 -2.024
H 1.018 2.170 -1.418
H 2.594 1.297 -1.828
H 1.864 1.236 -0.265
H 1.044 -1.311 -3.340
H 2.487 -0.570 -2.821
O -3.673 0.698 4.155
H -3.415 0.430 5.056
H -4.627 0.846 4.288
```

***

2) ORCA calculation (ωB97M-V/def2-TZVPD) on a cluster of 2 separate species, C4H14N2O in total.

Computed properties:
E_LUMO (eV): 0.6
SMILES: CN(C)CCN.O
2S+1: 1
HOMO energy (eV): -8.710
Charge: 0

```
21
C4H14N2O | the Open Molecules 2025 dataset | ωB97M-V/def2-TZVPD
C 1.101 -1.169 0.100
N -0.127 -0.729 -0.537
C 0.288 0.104 -1.684
C -1.074 -0.036 0.390
C -2.110 0.851 -0.272
N -3.261 0.191 -0.850
H 1.788 -0.357 0.429
H 1.009 -1.825 0.962
H 1.679 -1.566 -0.728
H 0.666 1.068 -1.334
H -0.577 0.214 -2.317
H 1.014 -0.452 -2.260
H -1.277 -0.924 0.993
H -0.437 0.595 1.030
H -2.351 1.561 0.527
H -1.441 1.444 -0.893
H -3.383 0.398 -1.831
H -3.005 -0.787 -0.859
O 4.099 0.329 3.382
H 3.623 1.116 3.218
H 3.775 -0.025 2.531
```

***

Unit: hartree. Relative energies: 1) 0.0000; 2) 0.0252.

***

1) ORCA calculation (ωB97M-V/def2-TZVPD) on the ion C2H5O2S with charge -1.

Computed properties:
E_LUMO (eV): 4.0
SMILES: C=[S@@](C)(=O)[O-]
2S+1: 1
HOMO energy (eV): -3.528
Charge: -1

```
10
C2H5O2S | the Open Molecules 2025 dataset | ωB97M-V/def2-TZVPD
C -1.604 -0.326 -1.144
S 0.116 -0.033 -0.656
C 0.897 0.177 1.096
O 0.856 -1.172 -1.178
O 0.564 1.258 -1.268
H -2.190 0.405 -0.518
H -1.982 -1.255 -0.672
H 1.954 0.184 0.981
H 0.523 1.207 1.321
H 0.866 -0.445 2.038
```

***

2) ORCA calculation (ωB97M-V/def2-TZVPD) on a cluster of 2 separate species, C2H5O2S in total.

Computed properties:
E_LUMO (spin up / spin down) (eV): 3.9 / 3.2
2S+1: 1
HOMO energy (spin up / spin down) (eV): -3.507 / -2.704
Charge: -1

```
10
C2H5O2S | the Open Molecules 2025 dataset | ωB97M-V/def2-TZVPD
C -2.412 -0.263 -1.285
C 1.705 0.021 0.536
O -1.002 -2.445 -1.759
O -0.348 -0.334 -2.889
S -0.871 -0.978 -1.665
H -2.800 -0.662 -0.356
H -2.325 0.817 -1.258
H 0.972 0.800 0.444
H 2.352 -0.139 -0.302
H 1.396 -0.856 1.077
```

***

Unit: hartree. Relative energies: 1) 0.0000; 2) 0.0510.